C4H10O2 | ωB97M-V with the def2-TZVPD basis set

Bonds (Å) are listed after each position.
Cartesian coordinates (Å):
1 H 0.44473 0.75065 -1.52841  C14 1.104
2 H 2.52995 -0.28330 0.18707  C12 1.150
3 H -2.45070 0.95073 -0.20350  C5 1.076
4 O -1.64830 1.14923 1.61778  C5 1.419, H11 0.942
5 C -1.47676 0.84725 0.24168  H3 1.076, O4 1.419, C6 1.557, H15 1.124
6 C -0.64942 -0.38580 -0.22780  C5 1.557, H9 1.125, O10 1.457, C14 1.538
7 H 1.55536 -1.75649 0.57129  C12 1.125
8 H 1.87978 -0.50438 1.92855  C12 1.096
9 H -0.77960 -1.44030 0.14076  C6 1.125
10 O 0.49336 0.00226 0.58844  C6 1.457, C12 1.402
11 H -0.84066 0.97066 2.06776  O4 0.942
12 C 1.68735 -0.67833 0.86318  H2 1.150, H7 1.125, H8 1.096, O10 1.402
13 H 0.78249 -0.90947 -1.90347  C14 1.062
14 C -0.00307 -0.25487 -1.61771  H1 1.104, C6 1.538, H13 1.062, H16 1.038
15 H -0.97613 1.73822 -0.22672  C5 1.124
16 H -0.54839 -0.19605 -2.49891  C14 1.038

Properties
**F_max**: 3.4 eV/A
**SMILES**: CO[C@H](C)CO
**ΔE to the lowest compared entry with this formula, charge and spin**: 256.27 kJ/mol
**HOMO level**: -9.7 eV